(1)
Density functional theory data (wB97M-V/def2-TZVPD) for a molecular structure, C12H25FLaN2NbO8S2 in a non-equilibrium geometry.

```
52
Properties=species:S:1:pos:R:3:forces:R:3:lowdin_charge:R:1
C 0.212 1.160 2.934 0.70 0.76 -0.11 -0.112
C 1.658 0.816 2.170 -1.69 0.10 1.68 -0.360
O 1.535 0.817 0.704 2.66 -0.79 0.87 -0.487
Nb 3.396 0.267 -0.209 2.22 1.91 1.39 1.618
N 5.332 -0.284 -1.081 -1.69 1.82 2.77 -0.159
O 4.372 0.130 1.699 -2.38 -2.14 -2.34 -0.416
C 2.959 -1.964 -0.039 -0.48 -3.97 -0.27 -0.354
C 4.281 -2.921 0.108 -0.82 -1.36 -0.11 -0.221
F 4.787 -3.252 -1.245 -1.10 0.88 3.13 -0.122
C 3.974 2.480 -0.228 -0.47 2.17 1.07 -0.280
O 4.684 2.903 -1.456 -1.64 -1.80 0.92 -0.257
N 5.514 3.888 -1.025 5.82 -0.71 1.08 -0.033
O 6.646 3.423 -0.815 -4.22 2.06 -0.93 0.051
S 2.261 0.367 -2.448 -1.20 0.11 0.50 0.496
C 0.481 0.958 -2.320 -1.32 0.56 -0.88 -0.439
C -0.553 -0.134 -1.656 -0.56 -1.17 0.90 -0.184
O -0.024 -1.171 -0.998 -2.40 1.78 -2.16 -0.384
O -2.040 -0.084 -1.773 4.92 -1.12 2.10 -0.003
C -2.637 -0.845 -0.636 -1.14 1.13 1.10 -0.124
C -4.293 -0.644 -0.581 -0.75 -1.56 -0.40 -0.297
C -4.810 -0.932 0.947 0.72 -1.12 0.10 -0.049
O -4.721 0.640 -1.157 -1.54 -0.96 2.10 -0.069
C -5.949 1.156 -0.533 0.71 6.59 4.22 -0.292
O -5.811 2.288 0.213 -0.81 -7.84 -5.22 0.009
C -7.462 0.546 -0.686 0.29 0.25 0.76 -0.433
S -7.590 -1.030 -1.689 0.13 -0.41 1.17 0.662
H -0.614 0.346 2.725 1.55 1.67 0.31 0.054
H 0.388 1.238 4.108 -0.30 -0.37 -2.56 0.098
H -0.125 2.248 2.595 0.45 -2.48 0.59 0.096
H 1.924 -0.285 2.504 -0.16 2.21 -0.39 0.091
H 2.418 1.622 2.592 -1.35 -1.96 -1.12 0.134
H 5.849 0.568 -1.396 -0.40 -0.94 -0.24 0.009
H 5.911 -0.667 -0.274 -0.76 0.46 -1.52 0.024
H 4.051 -0.758 2.056 0.73 1.78 -0.10 0.007
H 2.409 -2.288 -1.034 0.92 0.77 1.35 -0.017
H 2.224 -2.139 0.858 0.91 0.52 -0.91 0.008
H 5.112 -2.508 0.829 -1.48 -0.57 -1.88 0.129
H 3.917 -3.945 0.587 1.03 1.98 -1.10 0.123
H 3.049 3.221 -0.091 1.62 -1.80 -0.28 0.104
H 4.664 2.676 0.722 -1.30 -0.74 -1.92 0.102
H 0.413 2.040 -1.824 -0.23 -2.60 -0.61 0.144
H 0.107 1.121 -3.441 0.58 -0.43 2.40 0.128
H -2.174 -0.458 0.387 -0.78 -0.86 -2.18 0.161
H -2.483 -2.019 -0.764 -0.29 1.76 0.07 0.047
H -4.731 -1.507 -1.271 0.84 1.84 1.39 0.136
H -5.886 -1.438 0.935 2.34 1.41 0.01 0.098
H -4.084 -1.770 1.390 -1.51 1.63 -0.85 0.090
H -4.730 -0.024 1.682 -0.29 -1.58 -1.68 0.123
H -8.138 1.358 -1.239 1.67 -1.76 1.37 0.130
H -7.865 0.346 0.417 0.90 0.76 -2.50 0.126
H -7.570 -2.082 -0.719 -0.05 1.73 -0.90 -0.100
La -0.238 -3.475 -0.533 1.38 2.38 -0.17 2.193
```
Positions in Å, forces in eV/Å.

The max |F| is 0.1839 Eh/bohr. Its multiplicity is 1. The value obtained for the HOMO energy is -13.4 eV. The calculation puts the frontier orbital gap at 3.18 eV. The LUMO energy comes out at -10.195 eV. Its net charge is +2.

(2)
Density functional theory data (wB97M-V/def2-TZVPD) for 14 unconnected molecules or ions with the total composition C4H36N2O14 in a non-equilibrium geometry.

```
56
Properties=species:S:1:pos:R:3:forces:R:3:nbo_charge:R:1
C 0.435 0.410 0.072 -2.12 -3.92 2.11 -0.636
C -0.945 -0.406 0.064 0.20 0.42 0.69 -0.012
C -1.861 0.053 1.384 3.74 0.77 -1.27 -0.511
C -0.993 -0.014 2.663 -0.14 1.55 1.12 0.710
N -0.660 -1.257 3.089 -3.16 -1.62 -5.38 -0.810
O -0.662 1.029 3.291 -0.80 -2.13 -1.26 -0.702
N -1.673 -0.455 -1.285 -1.27 2.36 0.33 -0.898
H 0.865 0.549 1.072 -0.41 0.12 -0.34 0.208
H 0.279 1.220 -0.483 -0.63 3.55 -1.45 0.245
H 1.147 -0.097 -0.497 1.25 -1.26 -0.83 0.213
H -0.787 -1.500 0.188 0.31 0.72 0.59 0.179
H -2.379 0.993 1.397 0.72 0.96 -0.47 0.220
H -2.658 -0.554 1.461 -2.57 -2.95 0.37 0.224
H -0.345 -1.520 3.936 1.47 -0.19 3.57 0.399
H -1.168 -2.090 2.595 1.32 2.28 1.18 0.418
H -0.993 -0.421 -2.082 -0.69 -0.10 1.26 0.403
H -2.291 0.434 -1.464 1.86 -1.89 0.68 0.414
H 1.522 3.093 3.017 0.54 -1.27 -0.74 0.482
H 0.912 1.785 3.174 -2.59 -2.07 1.67 0.494
O 1.590 2.152 2.685 2.94 3.22 -0.26 -0.961
H 2.540 -1.927 2.382 0.67 1.21 0.73 0.477
H 1.407 -2.867 2.177 -0.01 -0.31 -0.51 0.508
O 2.311 -2.676 1.866 -0.57 -0.77 -0.18 -0.972
H 1.824 2.545 0.972 0.20 0.10 1.38 0.503
H 1.915 3.541 -0.263 0.46 -1.57 0.93 0.471
O 2.017 2.596 0.047 0.96 1.73 -2.92 -0.971
H 1.188 2.290 -4.507 2.80 -0.86 1.73 0.487
H 0.271 1.617 -5.471 -0.02 -0.03 0.07 0.469
O 0.399 2.410 -4.947 -3.08 0.97 -1.85 -0.962
H -2.148 2.778 -0.036 2.04 0.57 1.00 0.482
H -3.490 2.311 0.227 -3.04 -1.37 3.43 0.462
O -2.965 2.592 -0.433 0.83 1.01 -4.23 -0.937
H 2.980 -1.176 -2.586 0.95 -0.14 0.99 0.515
H 4.020 -0.019 -3.159 -0.99 -1.58 0.45 0.508
O 3.308 -0.691 -3.344 1.14 0.12 -1.15 -0.928
H -1.437 2.789 -1.978 -2.64 1.74 0.94 0.467
H -0.384 2.505 -2.828 -0.12 -1.96 1.33 0.500
O -0.849 2.083 -2.017 2.80 0.63 -2.95 -0.965
H 4.161 -2.869 -0.672 0.46 -0.85 -0.31 0.463
H 3.232 -2.258 0.396 1.17 0.52 -1.69 0.506
O 3.849 -2.022 -0.393 -1.77 0.32 1.69 -0.992
H -3.396 -3.117 1.033 0.76 -0.11 0.28 0.511
H -2.826 -4.479 1.038 0.10 -2.22 -1.16 0.462
O -2.833 -3.733 1.580 -0.42 2.10 1.29 -0.993
H -0.130 2.769 1.737 -0.62 -2.89 2.70 0.470
H 0.309 3.075 0.420 -0.40 0.55 0.09 0.477
O -0.068 3.503 1.215 -0.78 2.88 -2.95 -0.972
H 2.311 0.329 -3.145 -0.08 1.97 0.21 0.487
H 2.339 1.901 -2.549 1.33 0.70 1.46 0.477
O 1.891 1.249 -3.030 -1.93 -1.19 -1.54 -1.046
H -4.004 -2.659 -1.079 0.76 0.97 1.38 0.480
H -2.866 -1.518 -0.734 -1.17 -1.46 0.40 0.519
O -3.582 -2.196 -0.296 0.21 0.84 -2.60 -1.043
H 0.390 -4.315 0.989 1.73 -1.04 -2.75 0.471
H -0.915 -3.731 1.415 -3.10 0.82 -1.08 0.488
O -0.101 -4.036 1.697 1.39 0.02 3.83 -0.959
```
Positions in Å, forces in eV/Å.

The max |F| is 0.1254 Eh/bohr. Its multiplicity is 1. The value obtained for the HOMO energy is -9.8 eV. The calculation puts the frontier orbital gap at 10.02 eV. The LUMO energy comes out at 0.230 eV.

(3)
Density functional theory data (wB97M-V/def2-TZVPD) for a molecular structure, ClLiPb in a non-equilibrium geometry.

```
3
Properties=species:S:1:pos:R:3:forces:R:3:nbo_charge:R:1
Pb 21.339 22.363 -22.700 -0.21 0.06 1.88 1.721
Li 23.292 20.029 -20.827 0.31 -0.42 0.83 0.971
Cl 21.829 21.577 -19.953 -0.10 0.35 -2.71 -0.692
```
Positions in Å, forces in eV/Å.

The max |F| is 0.0532 Eh/bohr. Its multiplicity is 1. The value obtained for the HOMO energy is -20.2 eV. The calculation puts the frontier orbital gap at 8.01 eV. The LUMO energy comes out at -12.193 eV. Its net charge is +2.

(4)
Density functional theory data (wB97M-V/def2-TZVPD) for C19H23N3O7S2 in the gas phase in a non-equilibrium geometry.

```
54
Properties=species:S:1:pos:R:3:forces:R:3:nbo_charge:R:1
C -4.431 -3.410 -1.101 0.03 0.02 0.02 -0.250
O -4.229 -2.563 0.004 0.08 -0.01 0.00 -0.542
C -5.402 -2.074 0.606 -0.31 0.01 0.06 -0.082
C -6.236 -1.134 -0.274 0.10 -0.45 0.62 -0.259
N -5.416 -0.058 -0.803 0.37 0.75 0.40 -0.869
S -4.943 1.172 0.247 -0.11 0.03 -0.53 2.303
O -5.525 2.403 -0.213 0.24 -0.09 -0.18 -0.944
O -5.202 0.762 1.596 0.13 -0.29 -0.09 -0.938
C -3.176 1.252 -0.032 -0.49 0.02 0.06 -0.325
C -2.613 2.495 -0.259 -0.06 0.20 -0.02 -0.165
C -1.244 2.621 -0.457 0.02 -0.19 0.05 -0.201
C -0.469 1.475 -0.421 -0.61 -0.24 0.10 -0.059
C -1.061 0.215 -0.191 -0.46 0.59 0.02 0.022
C -2.423 0.091 0.009 0.28 -0.06 0.03 -0.175
C -0.012 -0.808 -0.208 0.64 -0.73 0.00 0.140
N -0.274 -2.037 -0.002 -0.89 -0.32 0.17 -0.075
O 0.775 -2.929 -0.019 0.34 0.45 -0.12 -0.547
C 1.246 -0.097 -0.470 0.47 0.19 -0.10 -0.111
C 2.541 -0.567 -0.589 -0.17 -0.04 -0.03 -0.141
C 3.542 0.364 -0.810 0.59 -0.08 -0.10 -0.330
S 5.238 -0.218 -0.919 0.15 -0.46 0.05 2.314
O 5.282 -1.252 -1.907 -0.31 -0.11 0.18 -0.926
O 6.107 0.914 -1.047 -0.21 0.17 0.28 -0.946
N 5.581 -0.942 0.539 -0.12 0.21 -1.04 -0.842
C 5.806 -0.090 1.678 -0.26 0.51 0.53 -0.252
C 4.520 0.533 2.237 0.17 0.06 0.00 -0.083
O 3.536 -0.475 2.315 0.40 -0.15 -0.01 -0.560
C 2.318 -0.020 2.845 -0.11 0.05 0.05 -0.246
C 3.283 1.716 -0.933 0.07 0.12 -0.05 -0.184
C 1.981 2.192 -0.830 -0.09 -0.16 0.03 -0.216
C 0.966 1.283 -0.591 0.48 -0.35 -0.04 0.066
H -5.127 -4.222 -0.855 0.01 0.00 -0.02 0.166
H -3.456 -3.828 -1.343 -0.06 -0.04 -0.08 0.199
H -4.810 -2.864 -1.971 0.00 -0.02 -0.02 0.165
H -6.047 -2.909 0.921 0.06 0.08 0.03 0.169
H -5.067 -1.523 1.487 -0.13 -0.19 -0.06 0.221
H -6.659 -1.681 -1.120 0.03 0.15 0.01 0.208
H -7.059 -0.749 0.342 -0.02 -0.18 -0.10 0.206
H -5.812 0.374 -1.624 0.02 0.15 -0.13 0.409
H -3.267 3.353 -0.283 0.00 0.14 -0.03 0.246
H -0.802 3.589 -0.635 0.02 0.12 -0.02 0.221
H -2.884 -0.870 0.172 -0.03 -0.21 -0.01 0.268
H 0.364 -3.790 0.153 -0.05 0.42 -0.05 0.488
H 2.776 -1.616 -0.520 -0.07 -0.12 0.04 0.249
H 4.950 -1.704 0.735 -0.13 -0.21 -0.09 0.406
H 6.484 0.698 1.349 0.04 -0.02 0.26 0.234
H 6.291 -0.690 2.453 0.01 0.06 -0.10 0.209
H 4.171 1.345 1.581 0.03 -0.07 0.14 0.171
H 4.715 0.958 3.233 0.00 0.00 -0.11 0.177
H 2.440 0.323 3.880 -0.03 -0.01 -0.02 0.171
H 1.633 -0.864 2.819 -0.09 0.04 0.03 0.199
H 1.906 0.803 2.248 0.00 -0.01 0.00 0.169
H 4.116 2.379 -1.108 0.04 0.13 -0.01 0.250
H 1.773 3.246 -0.930 0.00 0.11 -0.02 0.221
```
Positions in Å, forces in eV/Å.

The max |F| is 0.0207 Eh/bohr. Its multiplicity is 1. The value obtained for the HOMO energy is -9.0 eV. The calculation puts the frontier orbital gap at 8.35 eV. The LUMO energy comes out at -0.683 eV.